# 1
Below is a single C3H10N4 molecule at a distorted geometry, with properties calculated with ωB97M-V with the def2-TZVPD basis set.

The geometry in XYZ format:
```
17
C3H10N4, DFT ωB97M-V with the def2-TZVPD basis set
H -2.219 0.720 1.742
N 1.000 -0.021 -0.104
C 1.457 1.272 -0.639
N -1.150 0.559 1.189
H 1.445 -1.625 1.329
H 2.231 1.042 -1.614
N -0.122 -0.674 -0.498
C 2.096 -0.944 0.543
H 0.161 -1.138 -1.560
H 0.582 1.951 -1.029
H 2.916 -1.685 -0.119
H -0.474 1.013 1.871
C -1.310 -0.155 -0.054
H -2.711 -0.470 -1.451
H 2.027 1.965 0.066
H 2.726 -0.083 1.014
N -2.606 -0.254 -0.494
```

As for the spin multiplicity: 1. The value obtained for the largest force on an atom is 5.782 eV/A. As for the total charge: 0. The highest occupied orbital energy comes out at -8.3 eV. The LUMO energy is 0.64 eV. Its orbital gap is 0.32682 Ha. Its SMILES is [H]/N=C(/N)NN(C)C. Its energy above the lowest of the compared OMol25 structures with the same formula, charge and spin is 5.401 eV. The value obtained for the total energy is -339.1295 a.u.


# 2
Below is a molecular structure, C8H21GaI2OP2 at a distorted geometry, with properties calculated with ωB97M-V with the def2-TZVPD basis set.

The geometry in XYZ format:
```
35
C8H21GaI2OP2, DFT ωB97M-V with the def2-TZVPD basis set
C -0.665 -0.187 -1.611
I -2.903 -0.192 -4.310
I 1.820 -1.042 -3.117
H -1.431 -4.283 -0.658
H -0.584 3.089 1.642
H 2.139 -0.127 1.845
C 2.261 2.993 0.050
P 0.489 2.365 -0.464
Ga 0.864 -0.230 -0.181
H 1.236 -2.897 2.294
H 0.860 1.232 2.246
C 0.746 -3.408 1.379
H 3.033 2.506 -0.645
H -0.321 4.478 0.598
C -0.564 3.403 0.594
H -2.832 -1.947 1.326
H -1.712 -1.664 2.625
C -1.177 -3.250 -0.892
H 0.494 3.878 -2.353
H -2.053 -2.809 -1.328
H 2.336 4.139 -0.049
H 2.564 2.707 1.130
C 0.260 2.833 -2.154
C -1.920 -2.325 1.779
H 0.439 -0.533 2.609
H -1.587 3.316 0.238
C 0.964 0.164 1.897
P -0.619 -2.322 0.509
H 1.587 -3.605 0.625
H -0.756 2.681 -2.466
H -2.165 -3.309 2.208
H 0.309 -4.417 1.726
O -1.472 -0.204 -2.529
H -0.472 -3.274 -1.709
H 0.830 2.241 -2.853
```

As for the spin multiplicity: 1. The value obtained for the largest force on an atom is 6.686 eV/A. As for the total charge: +2. The highest occupied orbital energy (alpha / beta) comes out at -14.5 / -14.5 eV. The LUMO energy (alpha / beta) is -11.22 / -11.24 eV. Its orbital gap (alpha / beta) is 0.12191 / 0.12043 Ha. Its energy above the lowest of the compared OMol25 structures with the same formula, charge and spin is 4.382 eV. The value obtained for the total energy is -3594.7348 a.u.


# 3
Below is 3 unconnected molecules or ions with the total composition C2H11NO2S2 at a distorted geometry, with properties calculated with ωB97M-V with the def2-TZVPD basis set.

The geometry in XYZ format:
```
18
C2H11NO2S2, DFT ωB97M-V with the def2-TZVPD basis set
H 3.639 3.062 0.398
S -0.400 -0.900 -0.797
H 1.763 0.314 2.154
H -2.518 0.397 -0.951
H -0.199 2.310 1.697
S -1.457 -2.612 -1.262
H -1.198 -3.268 -0.114
H -1.790 2.389 0.122
H -2.123 -0.194 0.683
H 0.905 1.855 0.645
H 2.975 3.074 1.685
H -0.675 1.805 -1.072
O 2.796 2.903 0.771
N -0.018 1.598 0.999
C -1.725 0.271 -0.214
H 2.333 -0.499 1.129
O 2.635 0.011 1.871
C -1.022 1.636 -0.045
```

As for the spin multiplicity: 1. The value obtained for the largest force on an atom is 1.644 eV/A. As for the total charge: 0. The highest occupied orbital energy comes out at -9.0 eV. The LUMO energy is 0.57 eV. Its orbital gap is 0.35033 Ha. Its SMILES is NCCSS.O.O. Its energy above the lowest of the compared OMol25 structures with the same formula, charge and spin is 0.340 eV. The value obtained for the total energy is -1084.3923 a.u.